1.
A cluster of 9 separate species, C35H62O27 in total. Source: the Open Molecules 2025 dataset; level of theory: the ωB97M-V functional and the def2-TZVPD basis.

Each line ends with the Löwdin charge.
Geometry (Å):
1 C 0.843 -1.651 -0.519  -0.11
2 C 0.596 -0.693 0.575  -0.12
3 O 0.522 0.596 0.005  0.10
4 C 0.551 0.494 -1.277  -0.58
5 O 0.400 1.451 -2.057  0.10
6 O 0.853 -0.753 -1.606  0.08
7 H -0.011 -2.328 -0.546  0.12
8 H 1.792 -2.176 -0.413  0.12
9 H 1.227 -0.927 1.432  0.11
10 H -0.392 -0.938 0.965  0.11
11 C 4.844 0.894 1.593  -0.04
12 C 4.528 0.315 0.291  -0.27
13 C 5.860 -0.196 -0.367  -0.07
14 O 5.534 -1.468 -0.866  0.10
15 C 4.532 -1.955 -0.241  -0.54
16 O 4.284 -3.176 -0.185  0.11
17 O 3.795 -0.960 0.383  0.05
18 H 5.438 0.220 2.210  0.08
19 H 3.935 1.003 2.185  0.08
20 H 5.400 1.831 1.606  0.11
21 H 4.115 1.067 -0.382  0.16
22 H 6.693 -0.397 0.307  0.14
23 H 6.216 0.395 -1.210  0.14
24 C 1.821 -0.674 4.003  0.01
25 C 2.960 -0.671 5.164  -0.28
26 C 4.431 -1.057 4.816  -0.07
27 O 5.052 0.195 4.983  0.06
28 C 4.388 0.988 5.770  -0.54
29 O 4.780 2.019 6.290  0.14
30 O 3.074 0.563 5.830  0.07
31 H 2.049 0.167 3.348  0.07
32 H 0.885 -0.530 4.542  0.08
33 H 1.882 -1.643 3.509  0.06
34 H 2.638 -1.398 5.909  0.14
35 H 4.449 -1.242 3.742  0.11
36 H 4.980 -1.834 5.350  0.14
37 C -0.714 3.699 -3.978  -0.02
38 C -0.564 4.534 -2.679  -0.32
39 C 0.770 5.277 -2.572  -0.07
40 O 0.418 6.644 -2.362  0.08
41 C -0.903 6.758 -2.425  -0.54
42 O -1.482 7.821 -2.531  0.13
43 O -1.467 5.585 -2.812  0.07
44 H 0.156 3.060 -4.129  0.07
45 H -0.829 4.161 -4.958  0.09
46 H -1.440 2.889 -3.912  0.07
47 H -0.776 3.985 -1.761  0.12
48 H 1.320 5.167 -3.507  0.14
49 H 1.305 4.903 -1.700  0.13
50 C 2.858 -4.843 3.117  -0.07
51 C 1.479 -5.408 2.817  -0.22
52 O 0.716 -4.671 1.862  0.01
53 C -0.624 -4.935 1.626  -0.47
54 O -1.229 -5.721 2.350  0.12
55 O -1.026 -4.160 0.563  -0.04
56 C -2.258 -4.277 -0.127  -0.05
57 H 2.842 -3.927 3.706  0.05
58 H 3.481 -4.711 2.232  0.07
59 H 3.418 -5.618 3.641  0.08
60 H 1.081 -5.672 3.797  0.13
61 H 1.789 -6.325 2.315  0.12
62 H -2.869 -5.055 0.330  0.11
63 H -2.122 -4.349 -1.206  0.09
64 H -2.819 -3.344 -0.076  0.06
65 C -0.960 -1.761 -4.126  -0.04
66 C -0.005 -3.018 -4.170  -0.17
67 O 0.901 -2.801 -5.258  0.01
68 C 0.685 -3.263 -6.526  -0.52
69 O -0.162 -4.066 -6.949  0.09
70 O 1.601 -2.592 -7.250  -0.01
71 C 1.607 -2.867 -8.663  -0.05
72 H -1.752 -1.966 -4.846  0.07
73 H -0.390 -0.879 -4.418  0.08
74 H -1.445 -1.553 -3.172  0.04
75 H -0.629 -3.906 -4.276  0.12
76 H 0.499 -3.066 -3.205  0.11
77 H 0.787 -2.706 -9.362  0.10
78 H 2.138 -3.796 -8.870  0.10
79 H 2.235 -2.011 -8.912  0.09
80 C -2.487 -0.753 3.358  -0.06
81 C -3.648 -1.733 3.138  -0.19
82 O -3.197 -3.126 3.089  0.02
83 C -4.077 -4.130 3.335  -0.53
84 O -3.790 -5.289 3.539  0.13
85 O -5.362 -3.649 3.274  -0.06
86 C -6.473 -4.415 3.726  -0.04
87 H -2.888 0.256 3.448  0.08
88 H -1.680 -0.882 2.636  0.05
89 H -2.081 -0.850 4.364  0.07
90 H -4.155 -1.542 2.192  0.12
91 H -4.309 -1.492 3.971  0.12
92 H -7.198 -3.696 4.109  0.09
93 H -6.161 -5.259 4.341  0.10
94 H -6.994 -4.877 2.888  0.09
95 C 0.880 9.333 -0.038  -0.08
96 C 0.020 8.365 0.705  -0.28
97 O 0.595 7.115 0.785  0.05
98 C -0.020 6.080 1.388  -0.57
99 O -0.681 6.210 2.391  0.14
100 O 0.320 4.945 0.761  -0.02
101 C -0.299 3.603 1.092  0.04
102 H 0.265 10.073 -0.550  0.09
103 H 1.444 8.882 -0.855  0.08
104 H 1.631 9.853 0.557  0.07
105 H -0.930 8.462 0.180  0.12
106 H -0.175 8.992 1.575  0.13
107 H 0.426 2.847 0.792  0.07
108 H -1.275 3.518 0.615  0.07
109 H -0.404 3.511 2.173  0.09
110 C -3.764 3.003 -1.234  -0.02
111 C -3.294 1.549 -0.990  -0.24
112 O -4.216 0.587 -1.434  0.00
113 C -3.769 -0.757 -1.635  -0.41
114 O -2.689 -1.275 -1.242  0.06
115 O -4.846 -1.381 -2.188  -0.01
116 C -4.676 -2.671 -2.750  -0.03
117 H -3.322 3.238 -2.203  0.06
118 H -3.173 3.665 -0.601  0.06
119 H -4.825 3.246 -1.187  0.09
120 H -3.035 1.358 0.052  0.11
121 H -2.387 1.266 -1.523  0.11
122 H -4.344 -3.411 -2.022  0.08
123 H -3.935 -2.506 -3.532  0.09
124 H -5.587 -3.004 -3.249  0.10

Multiplicity: 1
E: -3402.2166 a.u.
Highest occupied orbital energy: -0.3822 Ha
Frontier orbital gap: 0.3872 Ha
SMILES: C[C@H]1COC(=O)O1.C[C@H]1COC(=O)O1.C[C@H]1COC(=O)O1.CCOC(=O)OC.CCOC(=O)OC.CCOC(=O)OC.CCOC(=O)OC.CCOC(=O)OC.O=C1OCCO1
M: 914.854 g/mol

2.
A cluster of 2 separate species, C4H8Br2ClN in total. Source: the Open Molecules 2025 dataset; level of theory: the ωB97M-V functional and the def2-TZVPD basis.

Each line ends with the natural charge from an NBO analysis.
Geometry (Å):
1 C -1.453 0.370 -0.968  -0.51
2 C -0.612 0.576 -2.187  -0.40
3 C -0.817 -0.520 0.166  -0.23
4 C 1.362 0.435 1.660  -0.06
5 N 2.218 -0.613 1.500  -0.81
6 Cl 1.770 1.989 0.972  -0.03
7 Br -1.198 2.123 -3.218  -0.04
8 Br 0.206 -2.029 -0.369  0.01
9 H -2.378 -0.170 -1.236  0.22
10 H -1.590 1.341 -0.454  0.24
11 H 0.381 0.849 -2.038  0.22
12 H -0.768 -0.243 -2.860  0.22
13 H -1.322 -0.666 1.030  0.17
14 H 0.959 0.457 2.744  0.20
15 H 2.524 -0.782 0.586  0.39
16 H 2.450 -1.332 2.156  0.40

Multiplicity: 1
E: -5820.0573 a.u.
ΔE to the lowest compared entry with this formula, charge and spin: 3.044 eV
Highest occupied orbital energy (alpha / beta): -0.2973 / -0.2707 Ha
Frontier orbital gap (alpha / beta): 0.3173 / 0.2777 Ha
M: 265.376 g/mol

Number 1: maximum force 5.00 eV/Å. Number 2: maximum force 4.39 eV/Å.